1.
DFT (ωB97M-V/def2-TZVPD) results for a structure of composition C5H8O2.

Geometry as XYZ:
```
15
Properties=species:S:1:pos:R:3:nbo_charge:R:1
C 0.385 -1.984 -0.035 -0.648
C -0.781 -1.222 0.046 0.448
O -1.985 -1.396 -0.043 -0.622
C -0.366 0.478 -0.194 0.040
O -1.462 1.086 -0.773 -0.700
C 0.959 1.244 -0.362 -0.398
C 0.319 1.155 0.982 -0.421
H 0.144 -0.651 -0.884 0.410
H 1.323 -1.543 0.296 0.220
H 0.346 -3.074 -0.093 0.237
H -2.208 0.484 -0.560 0.502
H 0.852 2.169 -0.925 0.246
H 1.882 0.695 -0.551 0.223
H 0.789 0.525 1.736 0.225
H -0.197 2.035 1.360 0.239
```

As for the spin multiplicity: 1. Its LUMO energy is 0.858 eV. As for the charge: 0.

***

2.
DFT (ωB97M-V/def2-TZVPD) results for the ion C6H10ClN2 with charge +1 in a non-equilibrium geometry.

Geometry as XYZ:
```
19
Properties=species:S:1:pos:R:3:nbo_charge:R:1
C -1.719 -0.155 1.513 -0.126
C -2.717 -0.573 0.513 -0.338
C -0.447 0.162 1.348 -0.108
C -2.372 -0.561 -0.797 -0.027
C -0.242 -0.346 -1.060 0.125
C 1.759 -0.138 0.273 -0.444
N 0.111 0.510 -2.136 -0.879
N 0.343 0.284 0.135 -0.405
Cl -3.122 -0.929 -2.158 0.192
H -2.066 -0.324 2.447 0.236
H -3.773 -0.681 0.784 0.252
H 0.068 0.327 2.362 0.250
H 0.009 -1.435 -1.234 0.248
H 2.201 -0.076 -0.793 0.257
H 2.406 0.619 0.869 0.253
H 1.880 -1.067 0.816 0.252
H -0.140 1.474 -2.049 0.391
H 0.396 0.166 -3.082 0.438
H 0.320 1.217 -0.162 0.432
```

As for the spin multiplicity: 1. Its LUMO energy is -3.561 eV. As for the charge: +1.

***

3.
DFT (ωB97M-V/def2-TZVPD) results for a structure of composition C3H7CsNO in a non-equilibrium geometry.

Geometry as XYZ:
```
13
Properties=species:S:1:pos:R:3:nbo_charge:R:1
Cs -13.717 -10.208 22.762 1.000
C -21.166 -8.814 21.599 -0.729
C -19.670 -8.634 21.392 0.680
O -18.831 -8.994 22.215 -0.647
N -19.149 -8.069 20.309 -0.631
C -19.704 -8.435 19.026 -0.427
H -21.482 -8.792 22.642 0.259
H -21.656 -9.515 20.923 0.247
H -21.638 -7.951 21.130 0.232
H -18.253 -7.612 20.217 0.403
H -18.895 -8.573 18.308 0.205
H -20.255 -7.552 18.702 0.198
H -20.328 -9.327 18.979 0.210
```

As for the spin multiplicity: 1. Its LUMO energy is -3.947 eV. As for the charge: +1.

***

4.
DFT (ωB97M-V/def2-TZVPD) results for a cluster of 6 separate species, C20H50N9O6 in total.

Geometry as XYZ:
```
85
Properties=species:S:1:pos:R:3:mulliken_charge:R:1
C -4.697 2.844 -0.332 -1.589
C -3.520 1.921 -0.112 1.073
O -2.360 2.602 -0.659 -0.621
C -3.760 0.512 -0.687 -0.807
N -4.353 -0.411 0.230 -0.763
C -3.517 -1.503 0.533 -1.272
C -2.268 -1.313 1.489 0.486
N -1.042 -1.056 0.747 -0.056
N -2.591 -0.232 2.400 -0.488
N -1.986 -2.609 2.142 -0.532
H -4.506 3.824 0.112 0.297
H -4.927 2.985 -1.388 0.320
H -5.561 2.399 0.168 0.310
H -3.368 1.770 0.958 -0.057
H -1.594 2.246 -0.196 0.337
H -2.780 0.179 -1.087 0.259
H -4.396 0.658 -1.587 0.320
H -4.112 -2.269 1.052 0.346
H -3.051 -2.018 -0.345 0.386
H -1.149 -0.226 0.180 -0.165
H -0.256 -0.873 1.362 0.143
H -3.592 -0.181 2.556 0.367
H -2.049 -0.282 3.254 0.198
H -2.454 -2.667 3.039 0.236
H -0.989 -2.689 2.310 0.238
C 1.629 0.547 -0.958 -0.339
O 1.497 0.389 0.245 -0.649
N 1.911 -0.462 -1.800 0.471
C 2.108 -0.259 -3.217 -1.046
C 1.984 -1.804 -1.243 -0.478
H 1.521 1.523 -1.456 0.530
H 1.377 -0.824 -3.801 0.355
H 3.111 -0.572 -3.515 0.337
H 2.015 0.799 -3.446 0.316
H 1.044 -2.081 -0.763 0.107
H 2.767 -1.871 -0.487 -0.146
H 2.201 -2.502 -2.050 0.412
C 1.451 -5.854 0.492 0.078
O 2.004 -4.805 0.216 -0.562
N 0.154 -6.133 0.280 0.200
C -0.406 -7.418 0.624 -0.941
C -0.723 -5.124 -0.307 -0.772
H 1.993 -6.700 0.955 0.231
H -0.814 -7.922 -0.256 0.328
H -1.208 -7.316 1.358 0.332
H 0.373 -8.049 1.050 0.299
H -0.358 -4.823 -1.288 0.266
H -0.786 -4.238 0.324 0.165
H -1.719 -5.549 -0.402 0.371
C 4.632 1.979 -1.609 0.831
O 4.282 2.094 -2.771 -0.659
N 5.675 2.623 -1.060 0.102
C 6.010 2.456 0.341 -0.833
C 6.490 3.471 -1.905 -1.034
H 4.112 1.317 -0.898 -0.322
H 6.014 3.417 0.859 0.370
H 6.981 1.971 0.458 0.349
H 5.257 1.821 0.803 0.224
H 5.897 4.277 -2.340 0.304
H 6.924 2.900 -2.727 0.311
H 7.288 3.894 -1.300 0.392
C 6.949 -1.508 -0.111 0.072
O 7.302 -0.362 0.106 -0.561
N 5.795 -2.038 0.329 0.203
C 5.409 -3.404 0.044 -0.729
C 4.898 -1.203 1.115 -0.743
H 7.558 -2.217 -0.697 0.242
H 4.472 -3.442 -0.513 0.260
H 5.282 -3.978 0.964 0.284
H 6.188 -3.875 -0.554 0.301
H 4.572 -0.335 0.544 -0.098
H 5.392 -0.846 2.019 0.378
H 4.025 -1.789 1.389 0.456
C -6.496 6.090 -0.430 0.105
O -6.636 5.336 -1.366 -0.546
N -7.079 5.901 0.776 0.157
C -6.879 6.802 1.882 -0.924
C -7.904 4.717 0.943 -0.750
H -5.851 6.987 -0.464 0.263
H -6.411 6.297 2.730 0.334
H -7.822 7.238 2.223 0.324
H -6.223 7.611 1.564 0.289
H -7.326 3.812 0.753 0.161
H -8.743 4.724 0.245 0.281
H -8.283 4.700 1.963 0.379
```

As for the spin multiplicity: 1. Its LUMO energy is 2.325 eV. As for the charge: -1.

***

5.
DFT (ωB97M-V/def2-TZVPD) results for a structure of composition C49H77Br28NO2P in a non-equilibrium geometry.

Geometry as XYZ:
```
158
Properties=species:S:1:pos:R:3:mulliken_charge:R:1
C -5.148 5.477 -0.134 -1.792
C -4.282 4.712 -1.113 1.483
C -4.585 4.788 -2.454 -1.222
C -3.756 4.130 -3.355 -1.071
C -2.647 3.427 -2.905 1.048
C -1.753 2.796 -3.971 1.295
C -2.624 2.192 -5.110 -1.666
C -0.899 3.903 -4.589 -1.004
C -2.367 3.356 -1.557 -0.480
O -1.238 2.761 -0.970 -0.083
C -1.121 1.360 -0.894 -0.884
C 0.348 1.020 -0.709 0.252
C 1.355 1.671 -1.437 -0.153
P 1.012 2.988 -2.638 1.169
C 0.902 4.489 -1.596 -0.753
O 2.425 3.097 -3.483 -0.510
C 2.685 1.333 -1.283 -0.336
C 3.031 0.355 -0.407 -0.545
Br 4.846 -0.090 -0.255 -0.044
N 2.085 -0.252 0.322 -0.060
Br 2.606 -1.579 1.529 0.108
C 0.756 0.053 0.201 0.936
C -0.130 -0.716 1.111 -1.008
C -0.564 -0.088 2.267 0.638
C -1.342 -0.759 3.185 -1.462
C -1.664 -2.079 2.922 -0.521
C -1.244 -2.690 1.763 -1.763
C -0.468 -2.023 0.841 -0.193
C -3.194 3.995 -0.663 -0.749
H -6.156 5.566 -0.522 0.372
H -4.696 6.459 -0.012 0.330
H -5.176 5.001 0.842 0.395
H -5.416 5.357 -2.835 0.452
H -3.973 4.234 -4.404 0.462
H -1.144 1.988 -3.588 0.036
H -2.879 2.972 -5.819 0.314
H -3.572 1.829 -4.721 0.311
H -2.128 1.363 -5.608 0.444
H -0.497 4.542 -3.804 0.028
H -0.068 3.474 -5.146 0.373
H -1.480 4.547 -5.237 -0.070
H -1.669 0.973 -0.036 0.370
H -1.528 0.850 -1.769 0.414
H 0.450 4.226 -0.654 0.262
H 0.348 5.268 -2.107 0.429
H 1.893 4.880 -1.360 0.163
H 2.253 3.794 -4.136 0.041
H 3.457 1.837 -1.840 0.824
H -0.271 0.937 2.458 0.447
H -1.665 -0.251 4.078 0.578
H -2.254 -2.601 3.660 0.671
H -1.534 -3.715 1.625 1.078
H -0.122 -2.514 -0.054 0.538
H -2.987 3.976 0.397 0.542
Br 0.795 -4.504 2.645 0.011
C 1.972 -6.044 2.435 -0.514
C 3.420 -5.645 2.418 -0.423
Br 3.908 -4.805 0.731 -0.148
H 1.657 -6.538 1.521 0.445
H 1.767 -6.692 3.287 0.251
H 4.058 -6.521 2.512 0.420
H 3.671 -4.936 3.195 0.048
Br 0.784 -5.853 6.163 -0.110
C 2.469 -6.607 6.786 -0.597
C 3.391 -5.547 7.331 -0.594
Br 4.251 -4.501 5.936 -0.122
H 2.894 -7.160 5.954 0.364
H 2.196 -7.300 7.578 0.368
H 4.209 -6.006 7.881 0.365
H 2.876 -4.839 7.972 0.375
Br -3.325 -5.000 7.578 -0.153
C -2.982 -6.883 7.939 -0.348
C -2.906 -7.160 9.416 -0.481
Br -1.206 -6.571 10.168 -0.166
H -2.069 -7.144 7.413 0.286
H -3.819 -7.413 7.496 0.263
H -2.944 -8.227 9.612 0.101
H -3.685 -6.665 9.985 0.458
Br -0.041 3.308 3.093 -0.129
C 1.414 2.020 3.010 0.131
C 2.680 2.568 3.610 -0.674
Br 3.591 3.824 2.430 -0.166
H 1.531 1.738 1.967 -0.337
H 1.065 1.163 3.583 0.536
H 3.400 1.768 3.771 0.396
H 2.505 3.088 4.545 0.521
Br 1.070 7.021 -5.319 -0.078
C 0.384 6.975 -7.139 -0.705
C -0.925 7.702 -7.294 -0.565
Br -2.396 6.685 -6.534 -0.096
H 0.311 5.924 -7.400 0.365
H 1.148 7.448 -7.751 0.407
H -1.157 7.826 -8.349 0.373
H -0.943 8.670 -6.804 0.347
Br 5.469 6.668 -6.592 -0.140
C 5.850 5.222 -5.346 -0.591
C 4.596 4.689 -4.713 -0.491
Br 3.928 5.889 -3.331 -0.063
H 6.556 5.609 -4.618 0.103
H 6.334 4.451 -5.941 0.443
H 4.795 3.748 -4.203 0.318
H 3.789 4.551 -5.428 0.428
Br -4.931 -0.484 0.216 -0.041
C -5.962 -2.133 0.276 -0.732
C -7.328 -1.908 0.866 -0.478
Br -7.241 -1.720 2.799 -0.126
H -5.377 -2.850 0.840 0.386
H -6.038 -2.462 -0.759 0.401
H -7.966 -2.771 0.687 0.401
H -7.813 -1.016 0.482 0.212
Br 3.419 -6.208 -2.870 -0.085
C 3.755 -4.813 -4.179 -0.632
C 4.320 -3.577 -3.528 -0.663
Br 2.948 -2.559 -2.581 -0.042
H 2.818 -4.633 -4.695 0.363
H 4.474 -5.237 -4.877 0.388
H 4.713 -2.896 -4.279 0.382
H 5.095 -3.803 -2.803 0.373
Br 10.295 6.470 -5.312 -0.109
C 9.609 7.153 -3.624 -0.612
C 9.923 6.229 -2.480 -0.548
Br 8.757 4.668 -2.482 -0.134
H 8.543 7.307 -3.757 0.321
H 10.098 8.114 -3.485 0.368
H 9.739 6.723 -1.529 0.345
H 10.943 5.860 -2.504 0.370
Br 3.873 9.165 2.977 -0.147
C 2.042 8.627 2.600 -0.604
C 1.988 7.280 1.933 -0.410
Br 2.489 7.390 0.054 -0.065
H 1.601 9.414 1.997 0.378
H 1.547 8.591 3.568 0.392
H 0.970 6.893 1.935 0.276
H 2.648 6.554 2.393 0.179
Br -5.941 -8.655 8.914 -0.143
C -5.620 -10.544 9.275 -0.596
C -5.520 -10.825 10.750 -0.562
Br -3.807 -10.269 11.484 -0.121
H -4.722 -10.819 8.730 0.371
H -6.475 -11.062 8.848 0.368
H -5.575 -11.896 10.934 0.339
H -6.287 -10.319 11.327 0.374
Br -8.958 3.024 -1.021 -0.162
C -8.612 1.677 -2.383 -0.676
C -7.232 1.095 -2.238 -0.337
Br -5.864 2.327 -2.888 0.002
H -8.769 2.155 -3.345 0.419
H -9.372 0.913 -2.231 0.407
H -7.134 0.196 -2.847 0.401
H -6.976 0.862 -1.210 -0.019
Br 0.016 -8.535 -4.221 -0.132
C 1.173 -10.055 -4.597 -0.596
C 2.626 -9.664 -4.575 -0.391
Br 3.137 -8.702 -6.184 -0.125
H 0.861 -10.459 -5.554 0.380
H 0.962 -10.777 -3.812 0.346
H 3.258 -10.549 -4.557 0.341
H 2.877 -9.023 -3.735 0.142
```

As for the spin multiplicity: 1. Its LUMO energy is -3.097 eV. As for the charge: +1.

***

6.
DFT (ωB97M-V/def2-TZVPD) results for a cluster of 8 separate species, C21H32NO24S in total in a non-equilibrium geometry.

Geometry as XYZ:
```
79
Properties=species:S:1:pos:R:3:mulliken_charge:R:1
N 0.253 -0.082 1.059 0.573
O 0.562 -1.017 1.889 -0.516
O -0.118 -0.428 -0.123 -0.518
O 0.278 1.090 1.371 -0.548
O 3.062 -0.115 -4.242 -0.545
S 3.597 0.595 -3.196 1.193
O 4.919 1.030 -3.019 -0.645
O 2.737 2.101 -3.218 -0.362
C 1.425 2.048 -3.600 0.657
C 0.833 3.273 -3.031 -1.637
C 3.068 -0.066 -1.687 -0.275
H 0.974 1.275 -3.422 -0.181
H 1.305 1.899 -4.756 0.177
H -0.136 3.348 -3.378 0.580
H 1.446 4.050 -3.231 0.450
H 0.671 3.165 -2.038 0.162
H 3.608 0.588 -0.816 0.255
H 3.078 -1.264 -1.674 0.286
H 1.877 0.045 -1.759 -0.194
C -1.915 3.599 0.270 0.756
C -2.543 3.382 1.703 -0.307
O -3.633 2.559 1.478 -0.337
C -3.726 2.214 0.087 0.591
O -4.597 1.428 -0.325 -0.554
O -2.817 2.923 -0.674 -0.339
H -0.858 3.225 0.288 -0.446
H -1.687 4.834 0.007 0.075
H -2.879 4.301 1.912 0.465
H -1.647 3.031 2.108 0.185
C -3.220 -1.112 2.286 -0.881
C -2.707 -0.146 3.423 0.549
O -3.913 0.167 4.022 -0.413
C -5.020 -0.336 3.428 0.635
O -6.222 -0.245 3.664 -0.575
O -4.650 -1.195 2.404 -0.416
H -2.868 -1.896 2.643 0.695
H -2.992 -1.019 1.250 0.351
H -2.314 0.741 2.808 -0.384
H -1.833 -0.577 3.761 0.363
C -1.604 -2.089 -3.954 -0.037
C -0.101 -1.584 -4.039 0.185
O -0.218 -0.535 -4.919 -0.232
C -1.289 -0.373 -5.501 0.613
O -1.607 0.343 -6.397 -0.560
O -2.165 -1.444 -5.064 -0.426
H -2.190 -1.720 -3.112 0.277
H -1.409 -3.324 -3.960 0.141
H 0.722 -2.206 -4.522 0.310
H 0.205 -1.064 -2.861 -0.223
C -0.422 -4.279 -0.687 0.022
C 0.356 -5.173 0.261 0.278
O 1.316 -5.687 -0.536 -0.325
C 1.181 -5.435 -1.770 0.673
O 1.739 -6.072 -2.657 -0.607
O 0.054 -4.683 -1.959 -0.298
H -0.290 -3.185 -0.430 0.081
H -1.425 -4.605 -0.590 0.284
H -0.190 -6.096 0.703 0.230
H 0.576 -4.588 1.188 -0.265
C 1.439 -3.060 4.069 0.258
C 2.737 -2.551 3.507 -0.023
O 3.708 -3.360 4.206 -0.309
C 3.213 -4.122 5.064 0.627
O 3.883 -4.963 5.798 -0.649
O 1.900 -4.189 4.921 -0.424
H 0.757 -3.338 3.096 -0.186
H 0.980 -2.596 4.852 0.295
H 3.038 -1.325 3.695 0.169
H 2.709 -2.547 2.399 0.196
C 1.087 4.469 2.051 0.238
C 1.793 4.374 0.657 -0.038
O 1.068 5.304 -0.179 -0.254
C 0.284 5.955 0.734 0.505
O -0.380 6.933 0.334 -0.663
O 0.168 5.556 1.855 -0.237
H 1.959 4.267 2.841 0.293
H 0.338 3.696 2.199 -0.158
H 1.721 3.329 0.233 -0.009
H 2.964 4.566 0.802 0.324
```

As for the spin multiplicity: 1. Its LUMO energy is 1.698 eV. As for the charge: -1.

***

7.
DFT (ωB97M-V/def2-TZVPD) results for a structure of composition C21H65F3InN2O15S in a non-equilibrium geometry.

Geometry as XYZ:
```
108
Properties=species:S:1:pos:R:3:mulliken_charge:R:1
O -7.251 0.772 4.632 -0.508
C -6.895 1.735 3.622 -0.517
C -5.730 1.238 2.685 0.022
C -5.776 -0.336 2.605 -1.007
In -4.709 -1.224 0.842 0.849
C -5.120 -3.471 0.930 -1.151
C -3.765 -4.281 0.940 -0.269
S -3.162 -4.714 2.641 -0.234
C -2.729 -3.118 3.312 0.300
N -3.145 -2.481 4.384 -0.268
N -2.535 -1.267 4.449 -0.401
C -1.744 -1.206 3.392 0.176
O -1.806 -2.338 2.667 -0.118
C -5.448 -0.427 -1.171 0.094
F -4.386 0.025 -1.972 -0.265
F -6.337 0.633 -1.095 -0.195
F -5.989 -1.508 -1.883 -0.267
H -7.884 1.184 5.239 0.284
H -7.831 1.965 3.050 0.275
H -6.518 2.642 4.161 0.293
H -5.843 1.650 1.662 -0.050
H -4.775 1.532 3.179 0.202
H -5.252 -0.734 3.510 0.297
H -6.813 -0.743 2.658 0.389
H -2.938 -0.887 0.854 -0.485
H -5.755 -3.684 1.826 0.320
H -5.743 -3.692 0.030 0.386
H -2.993 -3.625 0.468 0.103
H -3.900 -5.199 0.323 0.347
H -1.092 -0.382 3.064 0.334
C 0.041 0.446 -0.225 -0.520
O -0.803 1.122 0.703 -0.323
H -0.203 -0.615 -0.214 0.154
H -0.123 0.845 -1.231 0.332
H 1.085 0.579 0.064 0.303
H -0.569 2.055 0.676 0.179
C 3.596 2.433 1.501 -0.316
O 2.376 1.754 1.230 -0.471
H 4.131 2.575 0.563 0.179
H 3.387 3.408 1.949 0.270
H 4.207 1.837 2.179 0.047
H 1.920 1.639 2.072 0.207
C 1.556 -2.154 -2.098 -0.592
O 0.273 -2.634 -1.720 -0.440
H 1.466 -1.108 -2.390 0.285
H 2.244 -2.237 -1.254 0.189
H 1.932 -2.735 -2.945 0.328
H 0.376 -3.557 -1.466 0.238
C -7.485 3.628 -0.887 -0.102
O -8.362 4.302 0.017 -0.529
H -7.718 2.566 -0.871 0.099
H -7.629 4.014 -1.901 0.390
H -6.449 3.774 -0.576 -0.078
H -8.139 5.237 -0.012 0.271
C -3.496 3.913 -0.184 -0.511
O -4.347 4.581 0.741 -0.487
H -3.734 2.851 -0.173 0.159
H -3.659 4.311 -1.190 0.289
H -2.452 4.052 0.109 0.293
H -4.116 5.517 0.713 0.270
C 5.485 2.306 5.057 -0.591
O 4.261 1.624 4.800 -0.467
H 6.009 2.441 4.114 0.249
H 5.282 3.285 5.499 0.302
H 6.105 1.713 5.734 0.284
H 3.810 1.514 5.643 0.270
C 7.055 0.353 1.211 -0.414
O 6.787 1.213 2.315 -0.520
H 7.770 0.840 0.554 0.169
H 7.477 -0.590 1.569 0.285
H 6.132 0.162 0.659 0.152
H 6.151 0.760 2.880 0.262
C -2.337 -0.894 -4.646 -0.368
O -3.552 -1.582 -4.909 -0.541
H -1.809 -0.744 -5.588 0.284
H -2.553 0.078 -4.195 0.195
H -1.712 -1.485 -3.972 0.115
H -4.001 -1.701 -4.062 0.305
C 5.143 -3.792 -1.253 -0.201
O 3.862 -4.281 -0.871 -0.488
H 5.043 -2.746 -1.542 0.241
H 5.835 -3.870 -0.412 0.248
H 5.521 -4.366 -2.097 -0.055
H 3.972 -5.204 -0.619 0.252
C 7.303 2.610 -2.173 -0.622
O 6.907 1.299 -1.788 -0.441
H 8.389 2.636 -2.242 0.225
H 6.874 2.860 -3.146 0.301
H 6.972 3.335 -1.425 0.260
H 5.945 1.297 -1.732 0.273
C 8.590 -5.195 -2.012 -0.638
O 7.313 -5.693 -1.630 -0.433
H 8.489 -4.151 -2.302 0.249
H 9.282 -5.271 -1.170 0.281
H 8.970 -5.771 -2.860 0.305
H 7.432 -6.616 -1.379 0.261
C -4.317 8.423 -1.305 -0.589
O -4.270 7.480 -0.242 -0.479
H -3.298 8.699 -1.569 0.212
H -4.807 7.981 -2.176 0.270
H -4.862 9.316 -0.989 0.255
H -5.181 7.250 -0.025 0.293
C 5.185 -5.997 -5.151 -0.522
O 6.540 -6.379 -4.943 -0.525
H 4.805 -6.527 -6.022 0.263
H 4.583 -6.262 -4.278 0.224
H 5.122 -4.921 -5.328 0.239
H 6.854 -5.897 -4.168 0.322
```

As for the spin multiplicity: 1. Its LUMO energy is 1.471 eV. As for the charge: -1.